24
Properties=species:S:1:pos:R:3:nbo_charge:R:1 method="wB97M-V/def2-TZVPD" mol_weight_g_mol=257.10 total_charge=+1 homo_energy_ev=-13.205 e_lumo_ev=-3.510 fmax_ev_per_a=3.05 e_above_lowest_kcal_mol=0.0 smiles=C[C@H]1CN[C@@](I)(CO)[NH2+]C1 multiplicity=1
C 1.62 2.23 0.21 -0.60
C 0.42 1.30 0.10 -0.25
C 0.18 0.80 -1.33 -0.23
N -0.32 -0.58 -1.34 -0.66
C -1.27 -0.87 -0.39 0.29
I -3.16 0.45 -0.44 0.00
C -1.85 -2.45 -0.31 -0.08
O -0.85 -3.19 0.32 -0.75
N -0.67 -0.70 0.98 -0.59
C 0.60 0.07 0.98 -0.23
H 2.53 1.72 -0.11 0.22
H 1.75 2.57 1.23 0.23
H 1.47 3.10 -0.42 0.24
H -0.46 1.85 0.46 0.22
H -0.52 1.47 -1.85 0.22
H 1.12 0.80 -1.89 0.23
H -0.52 -0.91 -2.27 0.42
H -2.07 -2.77 -1.33 0.21
H -2.76 -2.42 0.28 0.20
H -0.72 -4.04 -0.10 0.52
H -0.48 -1.67 1.30 0.47
H -1.36 -0.27 1.60 0.45
H 1.39 -0.56 0.56 0.23
H 0.85 0.33 2.01 0.24